No. 1
This record from the Open Molecules 2025 dataset describes C6H8 as an isolated structure in a non-equilibrium geometry. The level of theory is ωB97M-V with the def2-TZVPD basis set.

Results
Energy above the lowest of the compared OMol25 structures with the same formula, charge and spin in eV: 3.648
Lowest unoccupied orbital energy in eV: 0.9

Cartesian coordinates (Å):
C: 0.179 1.555 -0.051
C: 2.967 -0.727 0.007
C: -0.476 -0.855 -0.199
C: -1.987 -0.671 0.043
C: 0.437 0.079 -0.090
C: 1.829 -0.375 -0.081
H: 4.073 -0.897 0.271
H: 0.024 1.898 1.081
H: 1.157 2.003 -0.434
H: -2.163 -0.651 1.306
H: -0.199 -1.879 -0.309
H: -0.713 1.824 -0.777
H: -2.315 0.400 -0.398
H: -2.812 -1.707 -0.368


No. 2
This record from the Open Molecules 2025 dataset describes a 3-piece molecular cluster, C3H9O5 overall in a non-equilibrium geometry. The level of theory is ωB97M-V with the def2-TZVPD basis set.

Results
Energy above the lowest of the compared OMol25 structures with the same formula, charge and spin in eV: 0.000
Lowest unoccupied orbital energy in eV: 3.9
Total charge: -1

Cartesian coordinates (Å):
O: 0.577 -1.714 0.346
O: -1.468 1.385 -0.865
O: 1.952 -3.099 -1.522
O: -0.953 -0.348 1.244
O: -0.934 2.655 1.981
C: 0.712 0.653 -0.108
C: -0.132 1.053 -1.297
C: 0.080 -0.597 0.557
H: 0.731 1.454 0.627
H: -0.199 0.266 -2.060
H: 1.747 0.389 -0.363
H: 0.236 1.948 -1.800
H: 1.608 -2.391 -0.930
H: 1.518 -3.867 -1.139
H: -0.878 1.686 2.024
H: -1.286 2.808 1.096
H: -1.640 0.786 -0.117


No. 3
This record from the Open Molecules 2025 dataset describes C13H28CoN6P2S2 as an isolated structure. The level of theory is ωB97M-V with the def2-TZVPD basis set.

Results
Lowest unoccupied orbital energy (spin up / spin down) in eV: -10.7 / -10.7
Total charge: +3

Cartesian coordinates (Å):
Co: 0.348 0.114 0.525
S: 1.607 -1.426 -0.487
S: 1.347 1.834 -0.514
P: -0.936 1.711 1.530
P: -1.366 -0.332 -0.739
N: 0.983 2.700 -3.077
N: 2.750 1.488 -2.890
N: 1.078 -4.621 1.732
N: 0.106 -1.219 2.069
N: 1.561 -3.984 0.626
N: 0.554 -2.508 1.735
C: 0.460 -3.722 2.424
C: -1.899 1.114 2.953
C: 2.714 1.967 -4.179
C: 1.264 -2.698 0.604
C: 3.850 0.685 -2.344
C: 1.680 1.934 -2.218
C: -1.087 -0.132 -2.505
C: -0.237 -3.915 3.715
C: -0.173 3.236 2.115
C: -1.989 -2.014 -0.529
C: -2.733 0.792 -0.277
C: -2.178 2.112 0.261
C: 1.603 2.735 -4.299
H: -1.317 -3.793 3.606
H: -3.338 0.287 0.479
H: -1.671 2.680 -0.521
H: 4.670 0.713 -3.054
H: -2.414 0.172 2.756
H: 3.488 1.742 -4.893
H: -1.284 -2.737 -0.938
H: -1.257 1.004 3.829
H: 0.690 -0.866 2.833
H: -0.254 -0.751 -2.838
H: -2.967 2.745 0.669
H: -0.960 3.926 2.427
H: 4.175 1.111 -1.399
H: 1.223 3.303 -5.131
H: 2.115 -4.506 -0.041
H: 3.532 -0.345 -2.209
H: 0.465 3.027 2.974
H: -1.995 -0.446 -3.026
H: -0.892 0.910 -2.745
H: -2.930 -2.101 -1.079
H: -2.198 -2.244 0.516
H: 0.422 3.702 1.333
H: 0.190 3.265 -2.811
H: -0.046 -4.929 4.059
H: -3.379 0.940 -1.145
H: -2.665 1.851 3.203
H: -0.840 -1.291 2.441
H: 0.130 -3.221 4.473


No. 4
This record from the Open Molecules 2025 dataset describes C29H38MoN5O3Si as an isolated structure. The level of theory is ωB97M-V with the def2-TZVPD basis set.

Results
Energy above the lowest of the compared OMol25 structures with the same formula, charge and spin in eV: 0.000
Lowest unoccupied orbital energy (spin up / spin down) in eV: -2.5 / -3.3
Spin multiplicity: 3
Total charge: +1

Cartesian coordinates (Å):
Mo: 0.267 -0.159 0.261
Si: -1.875 0.713 -2.287
O: -0.356 -1.955 0.676
O: 1.445 1.047 -0.767
O: -1.273 -0.040 2.041
N: -1.561 0.278 -0.586
N: 2.164 -0.416 1.552
N: 2.280 -0.649 -1.998
N: 0.460 1.835 1.403
N: 1.309 -1.326 -1.230
C: -2.573 -0.275 1.553
C: -1.015 -0.140 3.408
C: 4.503 2.185 -4.260
C: 1.513 1.755 2.446
C: 3.722 1.249 -3.604
C: -0.373 1.326 -3.191
C: 0.070 -1.269 5.207
C: 3.091 1.590 -2.411
C: -1.257 -4.112 0.961
C: -2.422 -0.808 -3.233
C: -3.087 2.132 -2.355
C: -1.400 0.892 4.247
C: 0.313 -3.501 -0.919
C: -2.687 -0.085 0.173
C: 2.673 0.922 1.942
C: -3.975 -0.297 -0.338
C: 3.243 2.869 -1.885
C: 1.194 -2.594 -1.570
C: -3.602 -0.683 2.375
C: 4.657 3.460 -3.731
C: -4.860 -0.889 1.825
C: -1.027 0.837 5.583
C: -0.285 -0.235 6.062
C: 2.008 -3.145 -2.703
C: -0.300 -1.231 3.868
C: 4.028 3.803 -2.543
C: -0.400 -3.162 0.187
C: 2.259 0.596 -1.705
C: -5.036 -0.684 0.466
H: 1.976 -0.977 2.379
H: -0.062 -2.036 3.184
H: 2.741 3.134 -0.964
H: 0.004 -0.269 7.103
H: -2.288 -0.643 -4.304
H: 1.077 1.279 3.324
H: -2.633 2.983 -1.839
H: 4.147 4.796 -2.131
H: -3.242 2.430 -3.394
H: -2.117 -3.585 1.373
H: 3.065 -2.926 -2.571
H: -0.684 -4.535 1.790
H: 0.402 0.578 -3.348
H: -0.410 2.183 1.791
H: -4.160 -0.177 -1.393
H: -1.985 1.717 3.861
H: -1.598 -4.934 0.335
H: 0.256 -4.509 -1.298
H: -3.430 -0.842 3.430
H: 2.872 -0.914 1.018
H: 5.267 4.189 -4.248
H: 1.707 -2.664 -3.635
H: -5.679 -1.208 2.453
H: -4.064 1.958 -1.909
H: 3.114 1.370 1.051
H: -1.318 1.638 6.250
H: 0.628 -2.117 5.584
H: 0.750 2.475 0.668
H: 1.855 -4.217 -2.787
H: 1.854 2.747 2.750
H: -3.450 -1.130 -3.077
H: 0.071 2.221 -2.759
H: -1.771 -1.640 -2.945
H: 3.450 0.856 2.706
H: -0.754 1.599 -4.180
H: 3.591 0.255 -4.009
H: -6.006 -0.837 0.013
H: 4.990 1.922 -5.188